[1]
This record from OMol25 describes an isolated molecule of C4H7ClS. The level of theory is ωB97M-V with the def2-TZVPD basis set.

Geometry as XYZ:
```
13
Properties=species:S:1:pos:R:3
C 1.25 -1.53 0.80
C 0.66 -0.42 0.44
Cl 1.76 0.55 -0.67
C -0.79 0.00 0.69
C -0.84 1.52 0.93
S -1.76 -0.55 -0.72
H 0.63 -2.22 1.36
H 2.29 -1.60 0.70
H -1.14 -0.52 1.58
H -0.13 1.87 1.71
H -1.83 1.85 1.21
H -0.66 1.95 -0.06
H -2.50 0.66 -0.78
```

Summary:
Charge = 0
Multiplicity = 1
SMILES = C=C(Cl)[C@@H](C)S
Energy above the lowest of the compared OMol25 structures with the same formula, charge and spin = 13.2 kcal per mole
LUMO energy = 0.76 eV

=====

[2]
This record from OMol25 describes a cluster of 4 separate species, C13H26Cl2O7 in total. The level of theory is ωB97M-V with the def2-TZVPD basis set.

Geometry as XYZ:
```
48
Properties=species:S:1:pos:R:3
C -19.69 12.48 19.53
C -20.12 11.41 20.49
O -20.34 11.97 21.77
C -20.46 11.10 22.77
O -20.28 9.90 22.71
O -20.60 11.88 23.91
C -20.30 11.31 25.12
H -18.79 12.95 19.91
H -20.46 13.26 19.47
H -19.46 12.05 18.55
H -19.28 10.71 20.49
H -20.94 10.88 20.02
H -20.61 10.28 25.27
H -20.81 11.94 25.86
H -19.23 11.35 25.36
C -26.86 11.61 22.40
C -25.70 11.43 23.36
O -24.74 12.24 22.64
C -23.98 13.16 23.24
C -23.40 14.08 22.22
O -23.69 13.21 24.43
H -27.72 11.13 22.87
H -26.75 11.12 21.43
H -27.06 12.67 22.25
H -25.85 11.74 24.40
H -25.47 10.37 23.45
H -23.13 13.53 21.32
H -22.46 14.56 22.48
H -24.13 14.81 21.85
C -24.10 5.13 30.31
C -23.97 6.40 29.51
O -22.85 6.38 28.60
C -23.08 5.71 27.39
C -21.87 5.51 26.62
O -24.24 5.53 26.92
H -23.35 5.07 31.10
H -23.96 4.20 29.76
H -25.13 5.09 30.64
H -24.94 6.51 29.01
H -23.85 7.19 30.25
H -20.98 5.25 27.21
H -21.53 6.45 26.19
H -22.02 4.90 25.73
Cl -23.37 9.02 25.74
C -22.79 8.48 24.08
Cl -23.61 7.00 23.47
H -22.89 9.31 23.39
H -21.74 8.21 24.20
```

Summary:
Charge = 0
Multiplicity = 1
SMILES = CCOC(=O)OC.CCOC(C)=O.CCOC(C)=O.ClCCl
Energy above the lowest of the compared OMol25 structures with the same formula, charge and spin = 34.7 kcal per mole
LUMO energy = 0.61 eV

=====

[3]
This record from OMol25 describes a cluster of 20 separate species, C20H80O20 in total. The level of theory is ωB97M-V with the def2-TZVPD basis set.

Geometry as XYZ:
```
120
Properties=species:S:1:pos:R:3
O -17.17 10.35 17.84
H -18.04 10.75 17.82
H -17.22 9.73 17.13
O -14.24 9.84 16.61
H -14.40 10.20 17.52
H -14.75 10.45 16.07
O -15.52 7.42 16.61
H -15.67 7.35 17.61
H -14.91 8.18 16.46
O -15.76 13.03 16.79
H -16.20 12.11 16.91
H -15.05 13.18 17.42
O -12.37 10.47 14.18
H -12.12 10.45 15.09
H -12.24 9.57 13.79
O -15.38 7.74 19.45
H -15.48 8.74 19.53
H -14.46 7.55 19.67
O -15.06 10.84 19.31
H -15.96 10.94 18.95
H -14.79 11.76 19.38
O -17.02 14.87 18.68
H -17.38 15.75 18.80
H -17.00 14.60 17.77
O -14.26 13.49 18.97
H -13.35 13.71 19.20
H -14.92 14.16 19.24
O -14.95 11.49 13.96
H -15.21 12.06 13.22
H -14.12 11.11 13.64
C -15.03 14.87 13.84
C -13.55 14.55 14.09
O -13.47 13.87 15.33
H -15.14 14.90 12.75
H -15.48 15.62 14.55
H -15.54 13.93 14.14
H -12.94 15.46 14.12
H -13.12 13.88 13.33
H -14.08 13.18 15.22
C -9.11 14.80 16.84
C -10.45 14.66 16.23
O -11.07 13.52 16.88
H -9.17 14.91 17.95
H -8.58 15.64 16.47
H -8.52 13.95 16.59
H -10.39 14.52 15.15
H -11.02 15.56 16.50
H -11.82 13.13 16.38
C -18.94 9.86 13.97
C -18.01 8.74 14.32
O -18.07 8.53 15.74
H -19.23 9.75 12.93
H -18.48 10.85 14.00
H -19.86 9.97 14.51
H -16.97 9.03 13.98
H -18.26 7.72 13.90
H -17.41 7.86 15.96
C -8.47 6.19 13.65
C -8.69 7.60 13.27
O -9.24 7.71 11.94
H -9.39 5.69 13.76
H -8.25 6.25 14.76
H -7.66 5.65 13.06
H -7.77 8.20 13.32
H -9.46 8.08 13.88
H -8.70 7.21 11.35
C -10.58 14.62 11.95
C -10.41 13.15 12.31
O -11.64 12.45 12.38
H -11.10 15.17 12.72
H -11.15 14.80 10.93
H -9.55 14.97 11.78
H -9.85 13.12 13.24
H -9.74 12.67 11.57
H -11.56 11.58 12.87
C -11.36 12.79 21.79
C -10.79 12.58 20.38
O -11.60 13.17 19.38
H -11.65 13.80 21.96
H -10.68 12.45 22.58
H -12.30 12.20 21.89
H -10.73 11.46 20.23
H -9.83 13.08 20.31
H -11.25 13.02 18.48
C -12.95 5.75 14.21
C -12.60 7.01 15.05
O -12.57 6.76 16.46
H -13.95 5.35 14.39
H -12.17 5.01 14.46
H -12.81 6.12 13.17
H -13.24 7.83 14.82
H -11.57 7.36 14.82
H -13.45 6.94 16.89
C -5.78 12.84 20.37
C -4.65 13.63 21.04
O -5.11 14.33 22.17
H -6.26 12.28 21.16
H -5.50 12.27 19.48
H -6.49 13.61 19.97
H -4.14 14.36 20.40
H -3.81 13.07 21.47
H -5.49 15.17 21.78
C -13.84 9.15 10.78
C -12.38 9.57 11.01
O -11.95 8.88 12.19
H -13.96 8.14 10.43
H -14.32 9.74 9.97
H -14.42 9.41 11.67
H -12.37 10.66 11.11
H -11.73 9.41 10.11
H -11.16 8.33 11.96
C -9.51 9.17 17.88
C -10.90 9.86 17.60
O -10.79 10.44 16.30
H -9.36 8.29 17.30
H -9.48 8.91 18.98
H -8.72 9.83 17.82
H -11.19 10.68 18.46
H -11.69 9.14 17.48
H -10.41 11.31 16.36
```

Summary:
Charge = 0
Multiplicity = 1
Energy above the lowest of the compared OMol25 structures with the same formula, charge and spin = 0.0 kcal per mole
LUMO energy = 0.47 eV

=====

[4]
This record from OMol25 describes a structure of composition C13H34N3O6Ti3. The level of theory is ωB97M-V with the def2-TZVPD basis set.

Geometry as XYZ:
```
59
Properties=species:S:1:pos:R:3
Ti -2.64 -2.63 4.62
Ti -5.10 2.63 2.31
Ti -4.49 0.04 4.33
O -1.38 0.29 1.33
C -2.34 0.11 2.19
O -2.27 -0.95 2.83
O -3.09 1.09 2.51
H -0.91 -0.53 1.53
C 2.10 -2.28 4.02
C 0.65 -2.27 3.67
C 0.22 -2.96 2.37
O 0.81 -2.37 1.21
C 0.58 -3.10 0.03
N -0.04 -2.79 4.83
H 2.68 -2.07 3.11
H 2.40 -3.31 4.22
H 2.26 -1.55 4.81
H 0.25 -1.26 3.59
H -0.86 -2.92 2.18
H 0.49 -4.01 2.44
H 1.35 -2.64 -0.60
H -0.45 -2.99 -0.29
H 0.83 -4.16 0.16
H 0.58 -3.49 5.21
H -0.07 -2.04 5.52
C -1.70 1.77 -3.35
C -2.34 1.17 -2.09
C -2.00 -0.31 -1.90
O -2.73 -1.22 -2.68
C -3.99 -1.44 -2.00
N -2.03 2.11 -1.04
H -2.28 2.61 -3.72
H -1.64 0.92 -4.04
H -0.63 1.94 -3.20
H -3.42 1.16 -2.26
H -1.93 -0.60 -0.85
H -0.97 -0.41 -2.22
H -3.89 -1.53 -0.92
H -4.35 -2.37 -2.44
H -4.71 -0.67 -2.27
H -1.91 1.47 -0.27
H -1.10 2.47 -1.18
C 4.41 3.74 -1.90
C 3.65 2.50 -2.56
C 2.38 2.11 -1.88
O 2.58 1.45 -0.60
C 1.39 0.90 -0.08
N 3.45 2.73 -3.97
H 5.35 4.02 -2.37
H 4.73 3.64 -0.87
H 3.78 4.62 -1.99
H 4.23 1.58 -2.53
H 1.83 1.43 -2.52
H 1.70 2.95 -1.78
H 0.65 0.62 -0.84
H 0.86 1.67 0.49
H 1.45 0.08 0.63
H 3.45 1.83 -4.44
H 4.21 3.19 -4.44
```

Summary:
Charge = +2
Multiplicity = 10
LUMO energy (spin up / spin down) = -7.33 / -7.53 eV

=====

[5]
This record from OMol25 describes a structure of composition C15H33Br6Cl3O8P2. The level of theory is ωB97M-V with the def2-TZVPD basis set.

Geometry as XYZ:
```
67
Properties=species:S:1:pos:R:3
C -0.08 -1.02 -5.21
Br -0.96 -1.37 -6.89
Br 1.84 -0.99 -5.37
Br -0.72 -2.17 -3.82
H -0.37 -0.02 -4.93
C 0.52 3.67 -5.21
Br -1.40 3.96 -5.08
Br 1.42 5.37 -5.38
Br 0.86 2.48 -6.67
H 0.84 3.18 -4.31
C -2.26 2.07 1.98
C -2.23 0.83 1.15
O -2.32 1.08 -0.26
P -3.73 1.31 -0.91
O -4.87 0.67 -0.26
O -3.88 2.89 -1.03
C -2.80 3.69 -1.57
C -3.31 5.05 -1.94
O -3.47 0.81 -2.39
C -4.62 0.69 -3.21
C -5.02 -0.74 -3.41
H -1.68 1.85 2.88
H -1.78 2.87 1.43
H -3.28 2.34 2.22
H -1.27 0.31 1.26
H -2.97 0.10 1.48
H -1.87 3.71 -1.00
H -2.51 3.19 -2.51
H -2.48 5.55 -2.44
H -4.12 4.92 -2.66
H -3.66 5.62 -1.09
H -5.48 1.23 -2.80
H -4.41 1.16 -4.17
H -5.89 -0.74 -4.08
H -4.20 -1.34 -3.84
H -5.31 -1.23 -2.48
C 3.44 -1.17 7.01
C 3.24 -0.84 5.56
O 2.53 -1.91 4.93
P 2.89 -2.34 3.47
O 3.33 -1.24 2.60
O 3.96 -3.46 3.66
C 4.32 -4.37 2.65
C 5.83 -4.22 2.31
O 1.64 -3.14 3.00
C 0.68 -2.59 2.13
C 1.01 -2.89 0.70
H 3.77 -2.17 7.23
H 4.05 -0.41 7.52
H 2.49 -0.98 7.56
H 2.74 0.10 5.35
H 4.24 -0.75 5.11
H 4.13 -5.41 2.95
H 3.78 -4.21 1.71
H 6.12 -4.95 1.55
H 6.01 -3.19 1.98
H 6.44 -4.37 3.20
H -0.28 -3.04 2.39
H 0.60 -1.51 2.25
H 0.86 -3.91 0.40
H 0.39 -2.23 0.08
H 2.02 -2.53 0.50
C 1.37 1.28 -1.00
Cl 0.71 1.20 -2.62
Cl 1.17 2.90 -0.31
Cl 3.09 0.84 -0.97
H 0.89 0.56 -0.36
```

Summary:
Charge = 0
Multiplicity = 1
Energy above the lowest of the compared OMol25 structures with the same formula, charge and spin = 0.0 kcal per mole
LUMO energy = -0.06 eV

=====

[6]
This record from OMol25 describes a cluster of 3 separate species, C6H17O6P2S3 in total. The level of theory is ωB97M-V with the def2-TZVPD basis set.

Geometry as XYZ:
```
34
Properties=species:S:1:pos:R:3
S 3.60 0.81 1.58
P 2.31 2.16 2.03
S 0.69 2.10 0.55
P -1.28 2.20 1.51
S -1.34 1.40 3.26
H 1.69 2.09 3.29
H 2.72 3.49 1.88
H 0.82 0.99 -0.21
H -1.60 3.56 1.55
H -2.13 1.56 0.61
C 0.91 -1.76 2.31
O 0.85 -2.95 1.54
C 1.38 -4.01 2.17
O 1.87 -4.00 3.26
O 1.27 -5.06 1.37
C 1.80 -6.28 1.91
H 0.46 -0.98 1.70
H 0.35 -1.86 3.23
H 1.94 -1.49 2.53
H 1.27 -6.55 2.82
H 2.86 -6.18 2.11
H 1.64 -7.04 1.15
C 0.14 1.11 -3.71
O -1.10 1.53 -4.27
C -1.84 2.32 -3.50
O -1.55 2.69 -2.39
O -2.94 2.62 -4.15
C -3.86 3.48 -3.46
H 0.61 0.49 -4.46
H 0.77 1.97 -3.49
H -0.03 0.52 -2.81
H -3.39 4.43 -3.24
H -4.20 3.00 -2.54
H -4.70 3.63 -4.12
```

Summary:
Charge = +1
Multiplicity = 1
LUMO energy = -4.92 eV

=====

[7]
This record from OMol25 describes a structure of composition C19H19BeIN2O2. The level of theory is ωB97M-V with the def2-TZVPD basis set.

Geometry as XYZ:
```
44
Properties=species:S:1:pos:R:3
C 1.21 -0.22 0.70
C 3.20 -1.99 2.28
H 2.01 -0.78 0.19
H 0.73 -0.82 1.48
H 1.57 0.74 1.12
H 2.49 -2.80 2.44
H 3.89 -1.95 3.12
H 2.69 -1.04 2.12
C -0.07 2.69 -1.80
C 0.14 3.51 -2.91
C 0.46 2.91 -4.14
C 0.53 1.52 -4.22
H -0.36 3.09 -0.83
H 0.05 4.59 -2.79
H 0.63 3.52 -5.02
H 0.75 0.98 -5.14
N 0.05 1.36 -1.87
C 0.31 0.77 -3.07
C 0.26 -0.69 -2.99
N -0.08 -1.13 -1.74
C -0.17 -2.44 -1.49
C 0.40 -2.95 -3.78
C 0.07 -3.39 -2.49
H -0.43 -2.72 -0.47
H 0.00 -4.45 -2.24
C 0.49 -1.58 -4.04
H 0.73 -1.17 -5.02
H 0.60 -3.67 -4.58
Be -0.22 0.18 -0.65
I 4.40 -2.56 0.64
O -1.47 2.50 0.82
C -1.63 1.30 1.08
O -1.50 0.30 0.24
C -1.92 0.92 2.51
C -1.85 -0.41 2.95
C -1.83 -0.70 4.32
C -1.97 0.34 5.25
C -2.14 1.66 4.81
C -2.10 1.95 3.44
H -1.77 -1.21 2.21
H -1.70 -1.73 4.65
H -1.96 0.12 6.32
H -2.28 2.48 5.52
H -2.19 2.97 3.07
```

Summary:
Charge = 0
Multiplicity = 1
Energy above the lowest of the compared OMol25 structures with the same formula, charge and spin = 5.6 kcal per mole
LUMO energy = -0.98 eV

=====

[8]
This record from OMol25 describes a cluster of 8 separate species, C18H52N2O8 in total. The level of theory is ωB97M-V with the def2-TZVPD basis set.

Geometry as XYZ:
```
80
Properties=species:S:1:pos:R:3
N 13.41 14.97 -15.61
C 14.03 13.88 -15.98
N 14.33 13.16 -14.94
O 14.31 13.61 -17.34
H 12.99 15.61 -16.34
H 13.19 15.16 -14.61
H 14.88 12.27 -15.18
H 14.54 13.71 -14.08
C 11.45 13.92 -19.04
C 10.37 13.00 -19.57
C 10.95 12.35 -20.78
O 9.99 12.11 -18.73
H 11.04 14.52 -18.21
H 11.80 14.54 -19.76
H 12.35 13.37 -18.69
H 9.52 13.60 -19.86
H 11.20 13.14 -21.47
H 10.27 11.67 -21.12
H 11.79 11.75 -20.49
H 9.79 12.54 -17.89
C 12.60 17.76 -19.34
C 12.98 16.76 -18.24
C 14.32 17.23 -17.66
O 12.11 16.80 -17.28
H 11.77 17.46 -19.97
H 13.40 18.00 -20.02
H 12.19 18.72 -18.87
H 13.02 15.72 -18.52
H 14.29 18.20 -17.22
H 15.10 17.27 -18.40
H 14.64 16.73 -16.70
H 11.34 17.34 -17.70
C 17.93 12.35 -18.19
C 18.78 11.61 -17.12
C 18.96 12.41 -15.80
O 18.48 10.41 -16.86
H 16.94 12.58 -17.83
H 17.73 11.83 -19.11
H 18.33 13.35 -18.34
H 19.79 11.58 -17.53
H 19.67 11.97 -15.16
H 18.08 12.35 -15.31
H 19.38 13.32 -15.82
H 18.60 9.78 -17.63
C 17.33 16.01 -16.07
C 16.99 15.47 -14.71
C 18.00 15.84 -13.60
O 15.95 15.98 -14.30
H 16.93 15.20 -16.79
H 18.42 16.16 -16.30
H 16.89 16.91 -16.47
H 16.85 14.41 -14.72
H 17.88 16.87 -13.19
H 19.07 15.64 -13.87
H 17.76 15.20 -12.70
H 15.22 15.75 -14.87
C 15.56 9.99 -18.26
C 14.37 9.13 -18.64
C 13.12 9.98 -18.68
O 14.35 8.72 -19.85
H 15.84 10.48 -19.18
H 16.35 9.39 -17.76
H 15.31 10.81 -17.60
H 14.22 8.25 -17.99
H 13.21 10.93 -19.13
H 12.87 10.15 -17.59
H 12.21 9.56 -19.09
H 14.28 9.44 -20.45
C 15.31 14.30 -20.11
O 15.37 12.96 -19.74
H 14.19 14.55 -20.16
H 15.74 14.53 -21.08
H 15.68 14.92 -19.26
H 15.17 13.08 -18.77
C 15.38 10.41 -22.00
O 14.35 11.20 -21.50
H 14.98 9.63 -22.72
H 15.91 10.03 -21.17
H 16.08 10.99 -22.55
H 14.74 11.92 -21.01
```

Summary:
Charge = 0
Multiplicity = 1
SMILES = NC(N)=O.CC(C)O.CC(C)O.CC(C)O.CC(C)O.CC(C)O.CO.CO
Energy above the lowest of the compared OMol25 structures with the same formula, charge and spin = 178.5 kcal per mole
LUMO energy = 0.23 eV

=====

[9]
This record from OMol25 describes the ion C10H11N2O with charge +1. The level of theory is ωB97M-V with the def2-TZVPD basis set.

Geometry as XYZ:
```
24
Properties=species:S:1:pos:R:3
C -1.04 -3.44 0.67
C 0.08 -2.52 0.04
C 1.18 -2.25 0.93
C 1.44 -0.87 1.01
O 2.38 -0.22 1.47
N 0.36 -0.22 0.28
C 0.11 1.11 0.13
C 1.04 2.19 0.37
C 0.86 3.37 -0.26
C -0.25 3.63 -1.06
C -1.24 2.67 -1.23
C -1.13 1.44 -0.58
N -0.43 -1.18 -0.28
H -1.39 -3.12 1.64
H -0.37 -4.31 0.97
H -1.78 -3.89 -0.09
H 0.42 -2.83 -1.01
H 1.80 -2.85 1.55
H 1.84 2.03 1.08
H 1.56 4.20 -0.24
H -0.51 4.52 -1.63
H -2.14 2.93 -1.71
H -1.88 0.70 -0.79
H -0.91 -1.08 -1.27
```

Summary:
Charge = +1
Multiplicity = 1
SMILES = C[C@@H]1C=C([O-])[N+](c2ccccc2)=[NH+]1
Energy above the lowest of the compared OMol25 structures with the same formula, charge and spin = 70.5 kcal per mole
LUMO energy (spin up / spin down) = -6.10 / -6.31 eV